[1]
DFT (wB97M-V/def2-TZVPD) results for a molecular structure, C7H8N2OS in a non-equilibrium geometry.

**2S+1**: 1
**Orbital gap**: 9.088 eV
**Energy above the lowest of the compared OMol25 structures with the same formula, charge and spin**: 40.8 kcal/mol

Each line ends with the natural charge from an NBO analysis.
Atoms and positions in Å:
S 0.427 2.046 2.595  0.472
O 3.327 -2.326 0.203  -0.548
N 2.307 -0.644 1.450  -0.629
N -0.495 1.537 0.247  -0.400
C 0.419 -0.407 1.424  0.054
C -0.188 3.351 1.633  -0.408
C -0.738 2.860 0.497  -0.050
C -0.062 -1.341 0.302  -0.439
C 2.774 -1.488 0.777  0.769
C 0.105 0.989 1.278  -0.058
C 0.479 -0.999 -1.123  -0.608
H -1.201 3.391 -0.321  0.219
H -0.137 -1.508 -1.877  0.218
H 1.448 -1.446 -1.136  0.215
H 0.501 0.059 -1.344  0.237
H -0.088 4.334 1.886  0.234
H -1.170 -1.061 0.371  0.226
H 0.486 -0.742 2.518  0.266
H -0.048 -2.358 0.565  0.227

=====

[2]
DFT (wB97M-V/def2-TZVPD) results for C7H8N2Si in the gas phase in a non-equilibrium geometry.

**2S+1**: 1
**Structure (SMILES)**: [SiH2]=N/C=C\c1cccnc1
**Orbital gap**: 8.194 eV
**Energy above the lowest of the compared OMol25 structures with the same formula, charge and spin**: 44.4 kcal/mol

Each line ends with the natural charge from an NBO analysis.
Atoms and positions in Å:
Si -2.602 1.249 0.786  1.390
N -2.565 -0.087 -0.072  -1.116
N 2.237 0.852 -1.032  -0.421
C 0.359 -0.618 -0.377  -0.094
C -0.705 -1.457 -0.963  -0.264
C 1.080 0.228 -1.313  0.059
C -2.005 -1.188 -0.789  0.041
C 2.748 0.827 0.257  0.009
C 0.920 -0.625 0.887  -0.174
C 2.082 0.104 1.239  -0.262
H 2.398 0.154 2.245  0.219
H -1.710 2.378 1.077  -0.206
H 0.782 0.343 -2.272  0.185
H 0.471 -1.418 1.603  0.221
H -0.424 -2.305 -1.544  0.222
H -2.758 -1.593 -1.339  0.189
H -3.930 1.658 1.253  -0.208
H 3.623 1.496 0.352  0.210

=====

Number 1: HOMO -0.355 hartree. Number 2: HOMO -0.316 hartree.